No. 1
{"formula": "C15H22N3O7P", "method": "ωB97M-V/def2-TZVPD", "symbols": ["O", "O", "O", "O", "N", "O", "O", "O", "C", "C", "C", "C", "C", "C", "C", "C", "N", "N", "C", "C", "C", "C", "C", "C", "C", "P", "H", "H", "H", "H", "H", "H", "H", "H", "H", "H", "H", "H", "H", "H", "H", "H", "H", "H", "H", "H", "H", "H"], "positions_angstrom": [[-4.051, 1.089, -1.885], [1.963, -3.343, -1.945], [3.296, 0.692, -1.031], [-4.042, 1.052, 3.713], [-1.979, 3.103, -1.535], [-2.539, -0.335, -0.996], [-4.793, 2.194, 1.779], [-4.556, -0.361, 1.727], [-3.031, 0.910, -1.233], [2.196, -3.322, -0.740], [2.602, -0.239, -1.432], [-1.299, 4.174, -1.110], [-2.297, 2.097, -0.682], [-0.894, 4.304, 0.214], [-1.198, 3.299, 1.126], [-1.905, 2.171, 0.693], [2.732, -0.729, -2.669], [2.033, -2.213, 0.009], [2.680, -4.601, -0.081], [3.657, -0.217, -3.677], [2.024, -2.164, 1.463], [0.942, -1.144, 1.803], [1.162, -0.098, 0.712], [-2.203, 1.089, 1.734], [1.564, -0.927, -0.520], [-3.921, 0.982, 2.253], [-3.160, -0.930, -1.447], [-4.710, 2.765, 2.556], [-5.432, -0.319, 2.132], [-1.058, 4.962, -1.817], [-0.344, 5.188, 0.520], [-0.879, 3.401, 2.161], [2.218, -1.578, -2.879], [2.916, -5.329, -0.856], [1.896, -5.000, 0.560], [3.576, -4.396, 0.502], [3.528, -0.762, -4.613], [3.466, 0.844, -3.848], [4.685, -0.338, -3.329], [1.779, -3.125, 1.914], [2.993, -1.813, 1.822], [1.074, -0.727, 2.801], [-0.045, -1.597, 1.694], [0.268, 0.485, 0.514], [1.972, 0.560, 1.030], [-1.928, 0.104, 1.359], [-1.622, 1.257, 2.641], [0.665, -1.112, -1.111]], "lowdin_charge": [0.116, 0.027, 0.046, -0.288, 0.136, 0.103, -0.095, -0.089, -0.440, -0.480, -0.441, -0.117, -0.135, -0.047, -0.020, -0.187, 0.021, 0.000, 0.008, -0.054, -0.141, -0.153, -0.114, -0.160, -0.160, 0.365, 0.136, 0.094, 0.094, 0.109, 0.107, 0.122, 0.105, 0.086, 0.081, 0.085, 0.084, 0.084, 0.085, 0.119, 0.133, 0.117, 0.112, 0.092, 0.120, 0.078, 0.106, 0.151], "e_homo_ha": -0.338, "orbital_gap_ev": 9.2, "smiles": "CNC(=O)[C@@H]1CCCN1C(C)=O.O=C(O)c1ncccc1CP(=O)(O)O"}

***

No. 2
{"formula": "C19H36N2O11PS2", "method": "ωB97M-V/def2-TZVPD", "symbols": ["C", "O", "C", "C", "C", "C", "C", "C", "S", "O", "O", "N", "S", "O", "O", "P", "N", "H", "H", "H", "H", "H", "H", "H", "H", "H", "H", "H", "H", "H", "H", "H", "H", "H", "H", "O", "C", "O", "C", "C", "C", "H", "H", "H", "H", "H", "H", "O", "C", "O", "C", "C", "C", "H", "H", "H", "H", "H", "H", "O", "C", "O", "C", "C", "C", "H", "H", "H", "H", "H", "H"], "positions_angstrom": [[1.863, 0.479, 3.107], [1.868, 1.544, 2.184], [2.498, 1.328, 0.941], [1.515, 1.224, -0.209], [0.857, -0.166, -0.346], [-0.626, -0.205, 0.096], [-0.853, -1.242, 1.187], [-2.269, -1.319, 1.747], [-2.536, -0.158, 3.072], [-1.696, -0.646, 4.139], [-3.961, -0.114, 3.332], [-1.941, 1.226, 2.571], [-2.864, 2.321, 1.885], [-2.074, 3.030, 0.906], [-3.598, 3.135, 2.828], [-4.446, 1.500, 0.637], [-4.010, 0.683, -0.629], [2.023, -0.485, 2.618], [0.892, 0.452, 3.600], [2.648, 0.612, 3.858], [3.115, 0.424, 0.938], [3.179, 2.172, 0.780], [0.768, 2.013, -0.122], [2.096, 1.429, -1.116], [1.421, -0.836, 0.306], [0.964, -0.505, -1.374], [-1.271, -0.422, -0.757], [-0.903, 0.786, 0.440], [-0.171, -1.072, 2.020], [-0.595, -2.222, 0.773], [-3.033, -1.226, 0.977], [-2.413, -2.277, 2.248], [-5.320, 0.829, 1.499], [-5.064, 2.719, 0.330], [-4.374, -0.260, -0.604], [4.260, -1.550, -0.433], [4.831, -0.984, -1.313], [4.601, -1.243, -2.625], [5.507, -0.490, -3.450], [5.962, 0.682, -2.587], [5.914, 0.073, -1.185], [6.338, -1.145, -3.728], [4.984, -0.183, -4.353], [6.935, 1.072, -2.877], [5.236, 1.493, -2.659], [6.846, -0.429, -0.919], [5.652, 0.785, -0.408], [-8.855, 3.947, 3.535], [-8.015, 3.200, 3.951], [-7.752, 2.013, 3.367], [-6.771, 1.279, 4.137], [-6.026, 2.334, 4.942], [-7.118, 3.382, 5.163], [-7.305, 0.563, 4.768], [-6.117, 0.738, 3.460], [-5.590, 1.937, 5.856], [-5.221, 2.749, 4.338], [-7.717, 3.180, 6.054], [-6.746, 4.401, 5.204], [3.283, -1.009, -6.512], [3.510, -2.174, -6.376], [4.356, -2.848, -7.197], [4.369, -4.246, -6.857], [3.900, -4.311, -5.408], [2.943, -3.121, -5.335], [3.693, -4.770, -7.536], [5.378, -4.622, -7.006], [3.448, -5.266, -5.149], [4.744, -4.144, -4.737], [1.928, -3.390, -5.630], [2.926, -2.650, -4.356]], "lowdin_charge": [-0.104, -0.168, -0.255, -0.163, -0.173, -0.201, -0.231, -0.253, 0.473, -0.334, -0.377, -0.329, 0.344, -0.382, -0.388, 0.668, -0.320, 0.079, 0.076, 0.079, 0.097, 0.111, 0.114, 0.099, 0.089, 0.099, 0.102, 0.065, 0.086, 0.115, 0.072, 0.096, -0.023, -0.006, -0.051, 0.126, -0.487, 0.010, -0.155, -0.146, -0.070, 0.125, 0.118, 0.113, 0.119, 0.129, 0.120, 0.098, -0.498, 0.018, -0.148, -0.142, -0.075, 0.125, 0.069, 0.119, 0.085, 0.123, 0.122, 0.121, -0.490, 0.017, -0.160, -0.149, -0.067, 0.124, 0.121, 0.114, 0.115, 0.133, 0.117], "total_charge": -1, "e_homo_ha": -0.211, "orbital_gap_ev": 7.6}

***

LUMO energy? In order: 0.01; 1.90 eV.